Record 1
Density functional theory data (ωB97M-V/def2-TZVPD) for the molecule Cl2H3PSi.

The SMILES is P[SiH](Cl)Cl. The calculation puts the HOMO-LUMO gap at 10.912 eV. The value obtained for the energy above the lowest of the compared OMol25 structures with the same formula, charge and spin is 21.6 kJ/mol. The calculation puts the total energy at -1553.10729 hartree. The strongest force on any atom comes out at 2.57 eV/A. Its LUMO energy is 0.69 eV. Its total charge is 0. As for the molar mass: 132.99 g/mol.

Last column: Löwdin charge in e.
Geometry (Å):
Si 0.601 0.016 -0.454  -0.404
P -0.880 0.442 1.174  0.536
Cl 1.340 -1.992 0.142  0.052
Cl 2.068 1.379 -0.418  0.250
H 0.203 -0.203 -1.842  -0.085
H -1.547 -0.763 1.032  -0.173
H -1.783 1.121 0.366  -0.176



Record 2
Density functional theory data (ωB97M-V/def2-TZVPD) for a structure of composition C15H26O.

The calculation puts the HOMO-LUMO gap at 9.904 eV. The value obtained for the energy above the lowest of the compared OMol25 structures with the same formula, charge and spin is 1336.5 kJ/mol. The calculation puts the total energy at -661.89420 hartree. The strongest force on any atom comes out at 14.01 eV/A. Its LUMO energy is 0.77 eV. Its total charge is 0. As for the molar mass: 222.37 g/mol.

Last column: Löwdin charge in e.
Geometry (Å):
C -3.183 -3.872 -1.206  0.015
C -2.750 -3.457 -0.115  -0.108
C -1.374 -3.818 0.633  -0.546
C -1.613 -3.784 2.033  -0.041
H -2.001 -2.867 2.222  0.043
H -0.715 -3.846 2.515  0.079
H -2.447 -4.374 2.264  0.098
O -0.853 -4.957 0.014  0.009
H -0.024 -5.136 0.455  0.096
C -0.341 -2.646 0.141  -0.123
H 0.039 -2.691 -0.721  0.020
H 0.772 -2.790 0.747  0.195
C -0.726 -1.205 0.224  -0.200
C 0.454 -0.256 0.171  -0.159
C 1.257 0.433 0.835  -0.329
C 2.190 1.481 0.453  -0.246
C 1.728 2.850 0.377  -0.257
C 0.639 3.192 -0.442  -0.185
C 0.851 3.554 -1.564  -0.369
C -0.492 3.965 -2.377  -0.032
H -0.477 4.957 -2.774  0.053
H -1.353 3.716 -1.818  0.052
H -0.328 3.370 -3.291  0.071
C 1.990 4.297 -2.125  -0.062
H 2.688 4.965 -1.734  0.032
H 2.840 3.340 -2.146  0.137
H 1.813 4.413 -3.451  0.168
H -0.143 2.725 0.057  0.121
H 1.517 3.227 1.516  0.172
H 2.644 3.460 0.211  0.119
H 2.620 1.066 -0.540  0.135
H 3.257 1.197 0.946  0.168
C 0.921 0.476 2.454  -0.029
H -0.064 1.018 2.513  0.083
H 0.848 -0.475 2.750  -0.012
H 1.795 0.992 3.110  0.121
H 0.795 -0.308 -1.064  0.177
H -1.744 -0.793 -0.033  0.120
H -0.961 -0.996 1.516  0.161
H -3.239 -2.438 0.516  0.179
H -4.232 -3.592 -1.676  0.133
H -2.596 -4.391 -1.597  -0.060



Record 3
Density functional theory data (ωB97M-V/def2-TZVPD) for a cluster of 5 separate species, C26H61BrNO15S4 in total.

The calculation puts the HOMO-LUMO gap at 9.245 eV. The calculation puts the total energy at -6377.06996 hartree. The strongest force on any atom comes out at 1.81 eV/A. Its LUMO energy is -2.80 eV. Its total charge is +1. As for the molar mass: 835.94 g/mol.

Last column: Löwdin charge in e.
Geometry (Å):
C 2.853 -0.494 3.034  -0.068
C 3.503 -1.180 1.809  -0.259
C 2.432 -1.495 0.783  -0.624
Br 1.810 0.114 -0.088  0.867
N 2.810 -2.479 -0.324  -0.114
C 2.125 -3.799 -0.095  -0.106
C 0.663 -3.746 -0.566  -0.157
C -0.374 -4.076 0.522  -0.182
C -1.763 -3.538 0.141  -0.192
C -2.096 -2.146 0.709  -0.144
C -1.880 -0.975 -0.257  -0.245
O -3.126 -0.357 -0.503  -0.230
C -2.998 0.743 -1.381  -0.095
C 4.275 -2.621 -0.630  -0.061
C 5.001 -3.714 0.172  -0.171
O 6.381 -3.445 0.248  -0.007
C 6.754 -2.524 1.210  -0.491
C 7.578 -1.400 0.696  0.037
O 6.423 -2.680 2.367  0.128
H 1.885 -0.054 2.789  0.061
H 3.521 0.250 3.455  0.059
H 2.652 -1.256 3.789  0.087
H 4.227 -0.490 1.374  0.107
H 3.990 -2.085 2.163  0.100
H 1.570 -1.922 1.294  0.098
H 2.385 -2.098 -1.169  0.113
H 2.658 -4.560 -0.664  0.134
H 2.199 -4.041 0.964  0.141
H 0.548 -4.424 -1.412  0.129
H 0.424 -2.742 -0.938  0.101
H -0.414 -5.156 0.661  0.120
H -0.053 -3.585 1.444  0.101
H -2.510 -4.244 0.507  0.113
H -1.863 -3.516 -0.948  0.112
H -3.157 -2.140 0.964  0.117
H -1.569 -1.985 1.653  0.110
H -1.195 -0.235 0.173  0.082
H -1.475 -1.344 -1.210  0.117
H -3.958 1.249 -1.461  0.091
H -2.249 1.459 -1.022  0.091
H -2.682 0.447 -2.389  0.092
H 4.769 -1.654 -0.554  0.129
H 4.326 -2.902 -1.683  0.147
H 4.574 -3.874 1.163  0.121
H 4.928 -4.660 -0.365  0.136
H 7.785 -0.717 1.514  0.081
H 7.065 -0.853 -0.097  0.091
H 8.519 -1.762 0.279  0.106
O -6.385 -0.787 -3.364  -0.276
S -6.615 -1.929 -2.529  0.560
O -7.352 -3.042 -3.038  -0.269
O -7.259 -1.437 -1.163  -0.271
C -8.440 -0.600 -1.239  -0.251
C -9.693 -1.383 -1.567  -0.067
C -5.090 -2.480 -1.857  -0.121
H -8.263 0.200 -1.959  0.115
H -8.514 -0.148 -0.252  0.115
H -9.660 -1.785 -2.578  0.074
H -10.562 -0.729 -1.485  0.084
H -9.814 -2.218 -0.878  0.087
H -4.570 -1.611 -1.454  0.044
H -4.529 -2.933 -2.673  0.081
H -5.294 -3.218 -1.085  0.079
O -5.937 3.666 3.940  -0.275
S -6.497 4.055 2.682  0.568
O -7.808 3.614 2.323  -0.271
O -5.472 3.652 1.531  -0.261
C -5.015 2.282 1.514  -0.246
C -6.050 1.327 0.953  -0.073
C -6.392 5.798 2.483  -0.120
H -4.702 1.991 2.517  0.116
H -4.129 2.287 0.881  0.106
H -6.916 1.249 1.608  0.075
H -5.611 0.334 0.840  0.076
H -6.400 1.671 -0.021  0.088
H -5.385 6.120 2.731  0.075
H -7.115 6.234 3.168  0.079
H -6.645 6.047 1.456  0.076
O 5.132 2.068 3.369  -0.290
S 6.414 2.644 3.072  0.560
O 7.432 1.802 2.519  -0.282
O 6.956 3.379 4.355  -0.256
C 7.001 2.640 5.606  -0.232
C 8.154 1.662 5.667  -0.067
C 6.219 4.066 2.057  -0.115
H 6.040 2.149 5.762  0.114
H 7.106 3.410 6.366  0.125
H 8.028 0.847 4.956  0.070
H 8.214 1.235 6.668  0.086
H 9.094 2.162 5.440  0.088
H 5.456 4.705 2.493  0.079
H 5.912 3.716 1.074  0.076
H 7.174 4.578 1.994  0.081
O 0.518 0.216 -6.242  -0.260
S 0.814 0.993 -5.081  0.550
O -0.154 1.109 -4.032  -0.291
O 1.307 2.427 -5.520  -0.261
C 0.467 3.179 -6.440  -0.233
C -0.746 3.780 -5.766  -0.069
C 2.326 0.442 -4.366  -0.131
H 0.190 2.533 -7.274  0.117
H 1.122 3.956 -6.826  0.124
H -1.443 3.012 -5.434  0.073
H -1.265 4.432 -6.468  0.086
H -0.450 4.365 -4.894  0.085
H 3.090 0.353 -5.134  0.077
H 2.111 -0.532 -3.930  0.058
H 2.624 1.146 -3.594  0.066



Record 4
Density functional theory data (ωB97M-V/def2-TZVPD) for a cluster of 14 separate species, C61H76N15O2P in total.

The calculation puts the HOMO-LUMO gap at 6.827 eV. The calculation puts the total energy at -3683.05943 hartree. The strongest force on any atom comes out at 0.89 eV/A. Its LUMO energy is -1.06 eV. Its total charge is 0. As for the molar mass: 1082.36 g/mol.

Last column: Löwdin charge in e.
Geometry (Å):
C -3.762 -1.290 2.601  -0.038
C -3.919 -1.649 1.147  -0.481
N -3.506 -2.769 0.718  0.163
C -4.549 -0.604 0.245  -0.236
P -3.406 0.752 -0.117  1.160
C -3.921 1.792 -1.629  -0.783
O -4.254 1.110 -2.585  0.002
O -3.737 2.967 -1.391  -0.039
C -1.751 0.136 -0.373  -0.346
C -1.421 -0.549 -1.537  -0.045
C -0.114 -0.987 -1.691  -0.119
N 0.847 -0.761 -0.795  0.086
C 0.513 -0.086 0.298  -0.154
C -0.765 0.377 0.572  -0.073
H -3.481 -2.177 3.165  0.076
H -2.975 -0.536 2.730  0.073
H -4.686 -0.867 3.005  0.086
H -3.670 -2.867 -0.286  0.063
H -4.873 -1.029 -0.707  0.103
H -5.406 -0.130 0.733  0.105
H -3.330 1.582 1.001  0.068
H -2.153 -0.736 -2.316  0.116
H 0.166 -1.534 -2.586  0.115
H 1.311 0.126 1.002  0.100
H -0.960 0.915 1.491  0.109
N 0.307 -0.656 5.074  0.015
C 0.782 -0.837 3.802  -0.143
C 0.250 -2.004 3.322  -0.107
C -0.579 -2.548 4.335  -0.108
C -0.521 -1.693 5.405  -0.137
H 0.540 0.111 5.677  0.148
H 1.464 -0.130 3.361  0.100
H 0.429 -2.430 2.349  0.079
H -1.142 -3.466 4.271  0.084
H -0.991 -1.732 6.374  0.104
N 1.205 4.308 -1.540  0.010
C 0.878 5.603 -1.831  -0.123
C -0.475 5.654 -2.018  -0.107
C -0.993 4.347 -1.816  -0.099
C 0.070 3.535 -1.521  -0.120
H 2.137 3.988 -1.364  0.108
H 1.634 6.368 -1.882  0.095
H -1.028 6.543 -2.273  0.092
H -2.022 4.048 -1.893  0.046
H 0.120 2.481 -1.300  0.088
N -4.086 5.516 0.247  0.024
C -3.196 6.515 -0.040  -0.126
C -3.489 7.585 0.765  -0.121
C -4.598 7.216 1.576  -0.118
C -4.940 5.933 1.230  -0.149
H -4.118 4.615 -0.205  0.096
H -2.440 6.383 -0.791  0.070
H -2.970 8.529 0.766  0.093
H -5.090 7.822 2.318  0.087
H -5.722 5.290 1.596  0.100
N -0.042 -5.147 1.296  0.006
C 0.708 -5.908 2.153  -0.141
C -0.139 -6.768 2.798  -0.118
C -1.452 -6.513 2.312  -0.121
C -1.359 -5.505 1.390  -0.145
H 0.321 -4.426 0.700  0.135
H 1.773 -5.771 2.233  0.107
H 0.151 -7.498 3.535  0.084
H -2.362 -7.010 2.608  0.089
H -2.113 -5.011 0.806  0.079
N -3.386 2.983 -4.916  0.029
C -3.308 4.268 -4.470  -0.145
C -2.928 5.064 -5.518  -0.103
C -2.761 4.215 -6.648  -0.108
C -3.051 2.939 -6.241  -0.147
H -3.652 2.200 -4.340  0.104
H -3.539 4.490 -3.444  0.090
H -2.777 6.130 -5.479  0.085
H -2.460 4.508 -7.640  0.088
H -3.051 2.007 -6.779  0.079
N -2.564 -4.351 6.652  0.012
C -3.190 -4.281 7.867  -0.139
C -3.493 -5.559 8.254  -0.107
C -3.032 -6.431 7.230  -0.107
C -2.463 -5.655 6.256  -0.129
H -2.228 -3.568 6.124  0.091
H -3.363 -3.336 8.351  0.104
H -3.988 -5.839 9.169  0.090
H -3.109 -7.505 7.213  0.070
H -1.995 -5.917 5.320  0.093
N -1.502 -9.951 6.425  0.004
C -0.329 -10.532 6.027  -0.139
C 0.101 -11.343 7.043  -0.109
C -0.853 -11.248 8.094  -0.110
C -1.829 -10.382 7.681  -0.147
H -2.039 -9.305 5.877  0.131
H 0.097 -10.324 5.061  0.103
H 0.994 -11.944 7.031  0.070
H -0.825 -11.758 9.042  0.088
H -2.723 -10.038 8.172  0.102
N 3.327 -13.669 6.220  -0.003
C 3.780 -13.815 4.937  -0.145
C 3.249 -14.973 4.436  -0.114
C 2.443 -15.546 5.457  -0.112
C 2.511 -14.718 6.544  -0.150
H 3.560 -12.907 6.830  0.139
H 4.437 -13.088 4.493  0.103
H 3.419 -15.365 3.447  0.088
H 1.877 -16.461 5.398  0.089
H 2.049 -14.784 7.514  0.105
N -4.806 9.357 -1.871  0.009
C -4.836 10.592 -1.290  -0.149
C -4.414 11.506 -2.221  -0.117
C -4.117 10.788 -3.412  -0.117
C -4.370 9.464 -3.162  -0.142
H -5.049 8.499 -1.409  0.128
H -5.152 10.717 -0.269  0.104
H -4.327 12.568 -2.066  0.086
H -3.759 11.196 -4.342  0.086
H -4.277 8.595 -3.790  0.100
N 4.856 3.482 -1.641  0.001
C 5.599 2.615 -2.395  -0.124
C 6.605 3.333 -2.979  -0.117
C 6.465 4.686 -2.560  -0.108
C 5.375 4.746 -1.734  -0.144
H 4.059 3.223 -1.092  0.123
H 5.350 1.569 -2.451  0.112
H 7.357 2.929 -3.636  0.080
H 7.095 5.516 -2.832  0.088
H 4.931 5.573 -1.206  0.108
N 10.225 2.454 -3.373  -0.001
C 11.330 1.797 -3.844  -0.143
C 11.734 0.915 -2.878  -0.114
C 10.838 1.048 -1.781  -0.112
C 9.917 2.003 -2.118  -0.147
H 9.722 3.164 -3.871  0.131
H 11.730 2.011 -4.819  0.104
H 12.578 0.250 -2.948  0.088
H 10.868 0.504 -0.853  0.088
H 9.076 2.400 -1.577  0.098
N 4.442 8.378 -3.882  0.002
C 4.120 9.675 -4.175  -0.143
C 2.764 9.740 -4.356  -0.108
C 2.247 8.429 -4.165  -0.109
C 3.307 7.613 -3.872  -0.157
H 5.368 8.036 -3.705  0.136
H 4.878 10.438 -4.229  0.104
H 2.204 10.627 -4.601  0.090
H 1.217 8.120 -4.237  0.090
H 3.354 6.558 -3.664  0.094
N -1.917 -0.273 -8.432  0.002
C -1.359 -1.002 -9.447  -0.142
C -0.141 -1.455 -9.017  -0.114
C 0.042 -0.979 -7.690  -0.114
C -1.071 -0.254 -7.357  -0.148
H -2.810 0.182 -8.475  0.135
H -1.872 -1.134 -10.383  0.105
H 0.544 -2.057 -9.590  0.089
H 0.896 -1.148 -7.054  0.086
H -1.329 0.274 -6.456  0.094



Record 5
Density functional theory data (ωB97M-V/def2-TZVPD) for the ion C3H3O2S with charge -1.

The SMILES is O=C([O-])[C@H]1CS1. The calculation puts the HOMO-LUMO gap at 7.304 eV. The value obtained for the energy above the lowest of the compared OMol25 structures with the same formula, charge and spin is 91.5 kJ/mol. The calculation puts the total energy at -664.80055 hartree. The strongest force on any atom comes out at 4.25 eV/A. Its LUMO energy is 3.56 eV. Its total charge is -1. As for the molar mass: 103.12 g/mol.

Last column: Löwdin charge in e.
Geometry (Å):
C 0.121 1.379 -0.568  -0.706
C 0.298 -1.060 0.649  -0.490
C -0.337 -0.332 -0.426  -0.565
O -0.118 1.993 -1.582  -0.044
O 0.680 1.743 0.496  -0.116
S -1.499 -0.768 0.883  0.676
H 0.713 -2.040 0.638  0.036
H 0.855 -0.276 1.379  0.110
H -0.713 -0.641 -1.469  0.097



Record 6
Density functional theory data (ωB97M-V/def2-TZVPD) for a cluster of 2 separate species, CH4IP in total.

The calculation puts the HOMO-LUMO gap (spin up / spin down) at 8.315 / 7.631 eV. The value obtained for the energy above the lowest of the compared OMol25 structures with the same formula, charge and spin is 321.8 kJ/mol. The calculation puts the total energy at -679.42836 hartree. The strongest force on any atom comes out at 0.66 eV/A. Its LUMO energy (spin up / spin down) is -1.11 / -0.60 eV. Its total charge is 0. As for the molar mass: 173.92 g/mol.

Last column: Löwdin charge in e.
Geometry (Å):
C -0.121 0.182 0.664  -0.548
P -1.348 -1.087 0.149  0.243
I -3.344 0.256 0.089  0.232
H -0.228 0.360 1.737  0.021
H -0.241 1.125 0.135  0.009
H 0.873 -0.221 0.477  0.013
H -0.728 -1.266 -2.580  0.030



Record 7
Density functional theory data (ωB97M-V/def2-TZVPD) for the molecule C3H5N3.

The SMILES is N=c1[nH]cc[nH]1. The calculation puts the HOMO-LUMO gap at 8.320 eV. The value obtained for the energy above the lowest of the compared OMol25 structures with the same formula, charge and spin is 172.0 kJ/mol. The calculation puts the total energy at -281.52452 hartree. The strongest force on any atom comes out at 7.25 eV/A. Its LUMO energy is 0.78 eV. Its total charge is 0. As for the molar mass: 83.09 g/mol.

Last column: Löwdin charge in e.
Geometry (Å):
C 0.937 -0.095 -0.162  -0.583
C -1.241 -0.708 0.044  -0.183
C -1.203 0.655 -0.046  -0.130
H 2.608 0.647 0.435  0.081
H 0.253 -2.174 -0.036  0.191
H -2.131 -1.332 0.075  0.114
H -1.992 1.476 0.071  0.122
H 0.469 1.960 0.227  0.230
N 2.174 -0.249 -0.023  0.077
N -0.033 -1.153 -0.252  0.049
N 0.159 0.974 -0.333  0.032



Record 8
Density functional theory data (ωB97M-V/def2-TZVPD) for the molecule C5H9NO.

The SMILES is CC1=C(NO)CC1. The calculation puts the HOMO-LUMO gap at 8.220 eV. The value obtained for the energy above the lowest of the compared OMol25 structures with the same formula, charge and spin is 422.7 kJ/mol. The calculation puts the total energy at -325.77656 hartree. The strongest force on any atom comes out at 0.66 eV/A. Its LUMO energy is 0.75 eV. Its total charge is 0. As for the molar mass: 99.13 g/mol.

Last column: Löwdin charge in e.
Geometry (Å):
C -1.763 -1.115 0.110  -0.051
C -0.746 -0.061 -0.141  -0.263
C -0.819 1.433 -0.336  -0.129
C 0.631 1.471 0.267  -0.086
C 0.579 -0.026 0.056  -0.254
N 1.392 -1.149 0.032  -0.042
O 2.703 -1.059 0.524  -0.039
H -2.390 -1.369 -0.750  0.070
H -2.421 -0.748 0.912  0.080
H -1.271 -2.025 0.475  0.074
H 1.276 -1.628 -0.849  0.136
H -0.806 1.725 -1.394  0.101
H -1.617 1.995 0.158  0.099
H 0.558 1.708 1.337  0.110
H 1.395 2.112 -0.185  0.097
H 3.300 -1.265 -0.216  0.098